Entry 1:
Computed, not measured: an isolated molecule of C5H5N in a non-equilibrium geometry, with wB97M-V/def2-TZVPD.

Properties
Energy above the lowest of the compared OMol25 structures with the same formula, charge and spin   63.2 kcal/mol
HOMO energy   -9.46 eV
LUMO level   -0.237 eV
Multiplicity   1
Frontier orbital gap   9.22 eV
Structure (SMILES)   C=CC(=C)C#N
Energy   -248.1744 Ha

Last column: Löwdin charge in e.
Element x y z (Å)
C 1.457 -1.220 0.021  0.05
C 0.817 -0.053 -0.096  -0.21
C -0.525 0.309 -0.159  -0.37
C -0.837 1.569 0.084  0.10
C -1.489 -0.745 -0.011  -0.15
N -2.493 -1.422 0.033  0.16
H 0.971 -2.094 -0.232  0.03
H 2.558 -1.339 0.412  0.11
H 1.485 0.780 -0.081  0.10
H -1.852 1.753 -0.131  0.06
H -0.092 2.463 0.160  0.13



Entry 2:
Computed, not measured: the ion C9H16N3O with charge +1 in a non-equilibrium geometry, with wB97M-V/def2-TZVPD.

Properties
Energy above the lowest of the compared OMol25 structures with the same formula, charge and spin   26.7 kcal/mol
HOMO energy (alpha / beta)   -10.11 / -14.30 eV
LUMO level (alpha / beta)   -2.623 / -8.622 eV
Multiplicity   3
Frontier orbital gap (alpha / beta)   7.49 / 5.68 eV
Net charge   +1
Energy   -591.5811 Ha
Expectation value of S²   2.025

Last column: Mulliken spin population.
Element x y z (Å)
C 0.640 0.193 0.089  0.10
C -0.148 -0.523 2.274  0.01
C 1.238 -0.319 -2.379  0.05
C 2.154 -1.151 -1.598  0.01
C -0.748 0.852 0.524  0.57
C 0.743 -0.928 -1.116  0.09
C -1.284 1.797 -0.488  -0.02
C -0.369 -1.964 -1.098  -0.01
C -2.239 0.911 2.427  0.00
N 0.825 -0.598 1.369  0.63
N -1.103 0.440 1.692  0.08
N 1.439 1.250 -0.264  0.04
O -0.260 -1.035 3.341  0.40
H 1.470 0.664 -2.494  0.00
H 0.895 -0.726 -3.210  0.00
H 2.314 -2.232 -1.772  0.00
H 2.902 -0.823 -0.915  0.01
H -2.280 2.180 -0.197  0.01
H -1.294 1.369 -1.488  0.01
H -0.810 2.723 -0.469  0.04
H 0.007 -3.042 -1.134  0.00
H -0.960 -1.678 -2.013  0.00
H -0.887 -1.788 -0.174  0.01
H -2.629 0.009 3.075  0.00
H -1.857 1.569 3.062  0.00
H -3.096 1.278 1.825  0.00
H 1.462 -1.350 1.337  -0.03
H 1.505 1.959 0.406  0.01
H 2.368 0.963 -0.610  0.00



Entry 3:
Computed, not measured: a structure of composition C24H32N3O7RuS2Se, with wB97M-V/def2-TZVPD.

Properties
Energy above the lowest of the compared OMol25 structures with the same formula, charge and spin   0.0 kcal/mol
HOMO energy (alpha / beta)   -11.59 / -11.59 eV
LUMO level (alpha / beta)   -4.108 / -4.106 eV
Multiplicity   1
Frontier orbital gap (alpha / beta)   7.48 / 7.48 eV
Net charge   +1
Energy   -4917.2329 Ha

Last column: Löwdin charge in e.
Element x y z (Å)
Ru 0.234 -0.125 0.410  1.19
N -3.714 0.740 -0.198  0.24
C -2.397 0.763 -0.103  -0.47
O -1.797 -0.153 0.519  -0.14
C -1.560 1.839 -0.704  -0.14
C -0.277 1.878 0.125  -0.26
H -4.227 -0.036 0.188  0.14
H -4.210 1.454 -0.704  0.13
H -2.098 2.787 -0.752  0.13
H -1.346 1.530 -1.733  0.13
H -0.474 2.383 1.072  0.02
H 0.519 2.408 -0.385  0.07
O 2.272 -0.695 0.821  -0.43
S 2.065 -2.173 0.694  0.53
O 2.889 -2.951 1.560  -0.23
O 0.606 -2.352 0.815  -0.36
C 2.510 -2.576 -0.991  -0.21
C 3.425 -3.602 -1.134  -0.03
C 3.839 -4.017 -2.396  -0.03
C 3.337 -3.401 -3.525  -0.03
C 2.422 -2.362 -3.396  -0.03
C 2.003 -1.947 -2.143  -0.22
S 0.827 -0.615 -2.162  0.60
O 1.325 0.470 -1.233  -0.39
O 0.618 -0.203 -3.502  -0.22
O -0.378 -1.065 -1.404  -0.35
H 3.815 -4.079 -0.247  0.12
H 4.556 -4.822 -2.484  0.12
H 3.650 -3.715 -4.511  0.12
H 2.032 -1.867 -4.273  0.12
C 2.111 1.308 6.377  -0.09
C 2.853 2.112 5.310  -0.24
C 3.966 1.347 4.585  -0.17
C 3.515 0.530 3.376  -0.13
N 2.677 -0.617 3.739  0.00
C 1.367 -0.765 3.513  -0.58
Se 0.230 0.529 2.725  0.93
N 0.968 -1.953 3.979  0.00
C -0.381 -2.514 3.909  -0.15
C -1.143 -2.321 5.214  -0.18
C -2.632 -2.610 5.053  -0.25
C -2.930 -4.048 4.642  -0.10
C 2.058 -2.599 4.544  -0.14
C 2.184 -3.854 5.129  0.02
C 3.448 -4.214 5.545  -0.05
C 4.550 -3.361 5.379  -0.05
C 4.425 -2.118 4.794  0.01
C 3.148 -1.752 4.382  -0.15
H 1.371 1.924 6.888  0.08
H 2.805 0.930 7.130  0.08
H 1.586 0.446 5.964  0.05
H 3.293 2.990 5.785  0.11
H 2.144 2.503 4.573  0.09
H 4.480 0.689 5.294  0.11
H 4.728 2.041 4.226  0.12
H 4.364 0.128 2.823  0.14
H 2.935 1.134 2.683  0.09
H -0.264 -3.563 3.639  0.13
H -0.895 -2.029 3.080  0.09
H -0.994 -1.292 5.553  0.12
H -0.723 -2.968 5.990  0.12
H -3.051 -1.917 4.315  0.11
H -3.135 -2.388 5.996  0.11
H -2.497 -4.294 3.670  0.07
H -4.003 -4.223 4.572  0.07
H -2.527 -4.754 5.373  0.08
H 1.338 -4.517 5.249  0.12
H 3.598 -5.182 6.004  0.11
H 5.523 -3.691 5.718  0.11
H 5.278 -1.467 4.662  0.12



Entry 4:
Computed, not measured: a cluster of 3 separate species, C2H10NO2S in total in a non-equilibrium geometry, with wB97M-V/def2-TZVPD.

Properties
Energy above the lowest of the compared OMol25 structures with the same formula, charge and spin   41.7 kcal/mol
HOMO energy   -2.87 eV
LUMO level   3.732 eV
Multiplicity   1
Frontier orbital gap   6.60 eV
Net charge   -1
Energy   -685.6013 Ha

Last column: Löwdin charge in e.
Element x y z (Å)
C -0.485 -0.362 -0.060  -0.39
C 0.263 -1.748 0.024  -0.86
S 1.991 -1.599 -0.362  0.12
N -0.102 0.473 -1.258  -0.08
H -0.097 0.026 0.797  0.02
H -1.610 -0.380 0.036  0.10
H -0.357 -2.256 -0.803  0.03
H -0.023 -2.448 1.078  0.10
H 0.427 -0.064 -1.959  0.03
H 0.758 1.039 -0.980  0.07
H -1.288 1.431 -2.553  -0.05
H -2.773 1.624 -2.339  0.06
O -1.932 2.128 -2.621  -0.14
H 2.084 1.361 3.262  0.10
H 1.603 -0.092 3.723  0.05
O 1.541 0.866 4.014  -0.16



Entry 5:
Computed, not measured: a cluster of 9 separate species, C30H69BBr2IN8O8 in total, with wB97M-V/def2-TZVPD.

Properties
HOMO energy   -5.55 eV
LUMO level   1.730 eV
Multiplicity   1
Frontier orbital gap   7.28 eV
Net charge   -1
Energy   -7695.2157 Ha

Last column: Löwdin charge in e.
Element x y z (Å)
C 0.926 2.515 0.157  -0.10
C 0.361 3.920 0.260  -0.37
C -1.128 4.001 0.665  -0.65
I -1.365 5.908 1.728  0.72
B -1.750 2.790 1.621  -0.70
C -2.562 1.758 0.638  -0.72
Br -3.026 0.092 1.602  0.65
C -3.845 2.242 -0.040  -0.78
C -4.515 3.453 0.556  -0.16
Br -3.515 2.576 -1.959  0.69
H 0.278 1.853 -0.419  0.05
H 1.917 2.566 -0.296  0.08
H 1.052 2.069 1.139  0.04
H 0.982 4.528 0.914  0.05
H 0.463 4.380 -0.728  0.09
H -1.690 4.184 -0.246  0.01
H -2.488 3.245 2.478  0.03
H -0.873 2.166 2.202  0.05
H -1.894 1.419 -0.146  0.01
H -4.565 1.432 -0.051  0.04
H -5.520 3.547 0.146  0.07
H -3.984 4.372 0.320  0.05
H -4.582 3.327 1.634  0.08
C 0.205 -5.037 2.652  -0.01
C -0.157 -3.558 2.683  -0.54
O 0.696 -2.687 2.631  0.02
N -1.489 -3.261 2.744  0.01
C -2.594 -4.195 2.810  -0.09
H 1.284 -5.122 2.604  0.05
H -0.139 -5.560 3.544  0.08
H -0.241 -5.510 1.775  0.08
H -1.713 -2.275 2.734  0.07
H -3.253 -4.062 1.951  0.07
H -3.179 -4.029 3.718  0.08
H -2.238 -5.217 2.803  0.05
C 3.804 7.997 -1.644  -0.02
C 2.680 7.184 -1.022  -0.55
O 2.792 5.982 -0.858  0.04
N 1.559 7.862 -0.664  0.02
C 1.305 9.281 -0.800  -0.08
H 4.617 7.315 -1.870  0.08
H 3.479 8.482 -2.565  0.08
H 4.164 8.764 -0.957  0.08
H 0.815 7.325 -0.251  0.08
H 1.115 9.736 0.175  0.08
H 0.431 9.461 -1.430  0.08
H 2.156 9.781 -1.249  0.06
C 4.862 -5.488 5.097  -0.01
C 3.937 -5.958 3.997  -0.54
O 2.804 -6.359 4.238  0.02
N 4.414 -5.873 2.718  0.01
C 5.732 -5.432 2.277  -0.07
H 4.340 -5.600 6.042  0.08
H 5.777 -6.081 5.122  0.08
H 5.128 -4.441 4.958  0.09
H 3.736 -6.127 2.016  0.13
H 5.661 -4.527 1.675  0.06
H 6.203 -6.210 1.674  0.08
H 6.373 -5.217 3.125  0.07
C 6.973 -2.588 -1.933  -0.01
C 6.544 -2.552 -0.483  -0.57
O 7.337 -2.768 0.425  0.01
N 5.260 -2.245 -0.244  0.02
C 4.212 -1.936 -1.199  -0.08
H 8.029 -2.837 -1.964  0.08
H 6.411 -3.340 -2.488  0.08
H 6.817 -1.620 -2.409  0.08
H 5.029 -2.202 0.738  0.14
H 3.833 -0.929 -1.046  0.08
H 3.381 -2.631 -1.080  0.09
H 4.581 -2.005 -2.217  0.07
C -2.926 -7.104 -1.546  -0.01
C -3.632 -6.764 -0.249  -0.54
O -3.021 -6.590 0.789  0.04
N -4.988 -6.650 -0.288  0.01
C -5.871 -6.811 -1.423  -0.08
H -1.862 -7.152 -1.341  0.08
H -3.259 -8.067 -1.934  0.08
H -3.110 -6.340 -2.302  0.08
H -5.396 -6.415 0.604  0.14
H -6.427 -5.892 -1.617  0.08
H -6.590 -7.613 -1.248  0.08
H -5.297 -7.055 -2.311  0.07
C -6.634 3.133 -3.867  -0.04
C -7.544 4.338 -3.941  -0.55
O -8.021 4.864 -2.954  0.04
N -7.823 4.828 -5.187  0.00
C -7.350 4.344 -6.465  -0.09
H -6.495 2.865 -2.826  0.05
H -7.077 2.289 -4.399  0.08
H -5.658 3.349 -4.299  0.06
H -8.432 5.631 -5.176  0.13
H -6.781 5.113 -6.991  0.08
H -8.184 4.043 -7.104  0.08
H -6.705 3.484 -6.320  0.07
C 4.144 1.140 4.357  -0.01
C 3.916 2.476 5.034  -0.56
O 4.740 2.955 5.803  0.01
N 2.760 3.117 4.750  0.01
C 1.681 2.691 3.870  -0.06
H 5.106 0.759 4.685  0.08
H 3.365 0.426 4.624  0.08
H 4.152 1.248 3.272  0.08
H 2.662 4.002 5.223  0.14
H 1.529 3.417 3.072  0.08
H 0.747 2.601 4.424  0.09
H 1.910 1.729 3.427  0.07
C 0.834 -2.199 -4.094  -0.01
C 1.069 -0.971 -3.238  -0.55
O 2.191 -0.591 -2.963  0.03
N -0.015 -0.328 -2.783  0.03
C -1.400 -0.656 -3.005  -0.08
H 1.802 -2.602 -4.374  0.08
H 0.277 -2.958 -3.544  0.08
H 0.279 -1.946 -4.998  0.08
H 0.198 0.476 -2.208  0.13
H -1.921 0.164 -3.499  0.06
H -1.896 -0.855 -2.065  0.08
H -1.478 -1.541 -3.630  0.07



Entry 6:
Computed, not measured: a cluster of 2 separate species, C4H12 in total, with wB97M-V/def2-TZVPD.

Properties
Energy above the lowest of the compared OMol25 structures with the same formula, charge and spin   5.8 kcal/mol
HOMO energy   -11.54 eV
LUMO level   1.173 eV
Multiplicity   1
Frontier orbital gap   12.71 eV
Structure (SMILES)   CC.CC
Energy   -159.5758 Ha

Last column: Löwdin charge in e.
Element x y z (Å)
C -0.528 -0.362 2.651  -0.16
C 0.002 0.849 1.861  -0.17
H -1.615 -0.405 2.619  0.06
H -0.158 -1.306 2.252  0.06
H -0.163 -0.360 3.678  0.06
H 0.600 1.518 2.477  0.06
H 0.649 0.464 1.080  0.03
H -0.774 1.418 1.350  0.06
C -0.064 -0.470 -1.609  -0.17
C 0.584 0.010 -2.906  -0.17
H 0.305 -1.463 -1.337  0.07
H 0.110 0.154 -0.740  0.02
H -1.147 -0.548 -1.740  0.07
H 0.294 1.037 -3.119  0.06
H 1.664 0.044 -2.766  0.06
H 0.239 -0.579 -3.752  0.06